## A
Computed, not measured: a cluster of 15 separate species, H30O15 in total, with wB97M-V/def2-TZVPD.

Computed properties:
Charge: 0
HOMO in eV: -10.055
M in g/mol: 270.23
2S+1: 1
LUMO level in eV: -0.53

Element x y z (Å)
O (-26.3490, -10.2870, -5.2680)
H (-26.6340, -9.7110, -4.5660)
H (-25.9800, -9.6640, -5.8470)
O (-22.4220, -5.9260, -8.0850)
H (-23.2880, -5.7080, -7.6920)
H (-22.6740, -6.5430, -8.7920)
O (-24.5890, -5.0640, -7.0040)
H (-24.9570, -4.7130, -7.8010)
H (-24.3220, -4.3390, -6.3940)
O (-20.6570, -9.4100, -9.3510)
H (-19.9280, -9.8950, -8.9620)
H (-20.8770, -8.8410, -8.6160)
O (-24.9580, -7.9480, -3.7620)
H (-25.4170, -7.5840, -4.5180)
H (-24.6120, -8.8140, -4.0280)
O (-21.1530, -8.9000, -4.3200)
H (-21.1330, -8.1010, -4.8630)
H (-20.4090, -9.3790, -4.6670)
O (-22.9040, -7.2110, -2.2090)
H (-23.2460, -6.4440, -1.7580)
H (-23.5760, -7.3730, -2.8610)
O (-22.0580, -6.5200, -4.8980)
H (-22.2920, -6.3440, -3.9750)
H (-21.8240, -5.6560, -5.3220)
O (-26.3560, -6.4850, -5.6850)
H (-25.6730, -6.0750, -6.2180)
H (-26.7820, -7.2030, -6.1440)
O (-20.8270, -7.8370, -7.1380)
H (-21.2050, -7.0600, -7.5500)
H (-19.9890, -7.5310, -6.7150)
O (-23.7370, -8.0950, -9.6340)
H (-23.3370, -8.4780, -10.4230)
H (-24.6620, -8.2940, -9.6230)
O (-23.6760, -7.9140, -6.4300)
H (-23.1930, -7.3320, -5.8260)
H (-23.0130, -8.1860, -7.0630)
O (-21.6700, -10.7290, -6.7990)
H (-21.4500, -9.8280, -6.6870)
H (-22.4510, -10.6440, -7.3720)
O (-23.7000, -10.5840, -8.6680)
H (-23.5960, -9.7010, -9.0170)
H (-23.1780, -11.0460, -9.3670)
O (-25.8730, -8.7640, -7.6260)
H (-25.8180, -9.6020, -8.0750)
H (-25.0000, -8.4610, -7.2790)



## B
Computed, not measured: a structure of composition H30O15, with wB97M-V/def2-TZVPD.

Computed properties:
Charge: 0
HOMO in eV: -8.043
M in g/mol: 270.22
2S+1: 1
LUMO level in eV: -0.94

Element x y z (Å)
H (-0.1279, 0.0684, 0.3188)
H (1.1184, -0.7108, 0.7363)
H (0.8218, 2.7817, -3.1228)
H (2.1645, 3.0235, -2.5412)
H (2.1684, -1.5915, -1.0372)
H (3.6078, -1.5750, -1.3309)
H (0.1803, 4.7395, 1.7149)
H (0.9110, 3.5722, 2.4404)
H (-1.1965, -2.5968, 0.4500)
H (-1.6372, -1.2193, 0.0426)
H (-2.8468, -0.0746, -2.1423)
H (-3.5697, -0.5858, -0.8810)
H (-2.8181, -4.4016, -1.2109)
H (-1.4813, -4.0877, -0.4967)
H (-3.6565, 0.2941, 1.4060)
H (-3.1401, -0.1503, 2.7587)
H (-2.0995, 2.1190, 1.3291)
H (-2.3493, 3.6639, 1.1635)
H (1.0012, -4.4873, -2.8222)
H (0.3787, -3.1122, -3.3034)
H (-0.7841, 0.4849, -2.7184)
H (0.2731, 1.2466, -1.9637)
H (1.7958, -1.6833, 3.3897)
H (2.5250, -2.3609, 2.2079)
H (3.6405, 0.3652, -1.9569)
H (3.2948, 1.5185, -2.9084)
H (2.3301, -0.4451, 1.8230)
H (1.2562, 0.1038, 2.7131)
H (-2.8797, 1.5337, 3.6422)
H (-1.7174, 2.4280, 3.1916)
O (0.7755, -0.1954, 0.0723)
O (1.5372, 2.3104, -2.5863)
O (2.8423, -2.1548, -1.2379)
O (1.0698, 4.3677, 1.7804)
O (-1.1197, -1.6442, 0.7305)
O (-3.4080, 0.1658, -1.3840)
O (-2.2952, -4.6340, -0.4737)
O (-2.9850, 0.4449, 2.0726)
O (-2.7362, 2.7497, 1.0775)
O (1.1626, -3.7414, -3.4016)
O (-0.1764, 1.2872, -2.7781)
O (2.6492, -1.7207, 2.9475)
O (3.5877, 0.6369, -2.8917)
O (2.1218, -0.1248, 2.7060)
O (-2.6710, 2.3951, 3.2549)



## C
Computed, not measured: a cluster of 15 separate species, H30O15 in total, with wB97M-V/def2-TZVPD.

Computed properties:
Charge: 0
HOMO in eV: -9.818
M in g/mol: 270.23
2S+1: 1
LUMO level in eV: 0.03

Element x y z (Å)
O (1.9159, -3.3843, -1.6577)
H (2.5039, -3.6113, -0.9227)
H (1.0759, -3.0283, -1.3087)
O (-0.7481, -2.8453, -1.2667)
H (-1.3981, -3.0253, -1.9267)
H (-0.8001, -3.5963, -0.6497)
O (0.1319, 2.7607, 0.1683)
H (0.0549, 3.6677, 0.4283)
H (1.0429, 2.6437, 0.3073)
O (1.8159, -0.4173, -1.5427)
H (2.4779, -1.0533, -1.2627)
H (1.4199, -0.8673, -2.2857)
O (-0.3111, 0.1227, 0.2473)
H (0.3439, -0.3053, -0.3097)
H (-0.0831, 1.0347, 0.0773)
O (-2.5921, 1.4907, -0.9307)
H (-3.1141, 1.2587, -1.7217)
H (-1.7881, 1.1257, -1.2527)
O (2.9319, -1.1193, 1.0303)
H (3.6079, -1.3123, 1.6913)
H (2.1249, -1.7043, 1.0623)
O (0.7959, -2.5793, 1.0873)
H (1.2249, -3.0033, 1.7893)
H (0.0529, -2.1973, 1.5363)
O (-1.0651, 2.2257, 2.6583)
H (-0.5461, 2.5617, 1.9813)
H (-1.7181, 2.8777, 2.9063)
O (-0.1971, -0.6543, 2.8413)
H (-0.7711, -0.3183, 3.4553)
H (-0.3031, -0.1353, 2.0843)
O (-0.6211, 0.7957, -2.7157)
H (-0.5961, 0.1657, -3.3987)
H (0.2399, 1.2237, -2.7757)
O (0.6349, 3.6187, -2.6237)
H (1.5089, 3.9827, -2.7547)
H (0.4919, 3.3307, -1.7537)
O (-3.3021, -1.6533, -0.5947)
H (-3.4061, -2.1233, 0.2413)
H (-2.4281, -1.4583, -0.5657)
O (-3.0721, 0.3717, 1.6683)
H (-2.6191, 0.4477, 0.8543)
H (-2.5361, 0.7347, 2.3523)
O (2.4219, 1.5137, 0.9313)
H (2.4409, 0.5687, 1.0803)
H (2.7569, 1.8707, 1.7403)



Which one sits at the bottom of the stability order? B does.



## A
Computed, not measured: a cluster of 2 separate species, C3H8NO3 in total, with wB97M-V/def2-TZVPD.

Computed properties:
Charge: -1
HOMO in eV: -4.669
M in g/mol: 106.10
2S+1: 1
LUMO level in eV: 4.31

Element x y z (Å)
O (-0.4118, 1.4639, 0.5838)
C (-0.3646, 1.2741, -0.6466)
O (-0.1589, 0.1753, -1.2372)
C (-0.5702, 2.4984, -1.5463)
H (-0.6387, 2.1973, -2.5905)
H (-1.4825, 3.0271, -1.2610)
H (0.2467, 3.2048, -1.3856)
N (1.3106, -0.9298, 1.5257)
C (0.7533, -2.0683, 0.8235)
O (-0.5731, -1.8601, 0.4077)
H (0.7028, -0.1224, 1.4135)
H (1.4719, -1.1060, 2.5048)
H (1.3499, -2.3022, -0.0653)
H (0.7100, -2.9329, 1.4939)
H (-0.5266, -1.1444, -0.2782)



## B
Computed, not measured: a structure of composition C3H8NO3, with wB97M-V/def2-TZVPD.

Computed properties:
Charge: -1
HOMO in eV: -3.705
M in g/mol: 106.10
2S+1: 1
LUMO level in eV: 3.79

Element x y z (Å)
C (2.5743, -0.5557, 0.3017)
C (1.2906, -1.1732, -0.4158)
C (0.0509, -0.3371, -0.2483)
N (-0.6350, -0.0006, -1.2775)
O (-1.7676, 0.7019, -1.1238)
O (-2.5607, 1.6197, 1.0565)
O (-3.8917, 1.9555, 0.5584)
H (3.4749, -0.9521, 0.0193)
H (2.7383, 0.4205, 0.1392)
H (2.5347, -0.5633, 1.4349)
H (0.9757, -2.1287, 0.1230)
H (1.4758, -1.1871, -1.4182)
H (-3.9541, 1.1985, 0.0303)
H (-0.1600, -0.1207, 0.7744)
H (-2.1462, 1.1224, 0.0462)



## C
Computed, not measured: a cluster of 2 separate species, C3H8NO3 in total, with wB97M-V/def2-TZVPD.

Computed properties:
Charge: -1
HOMO in eV: -4.789
M in g/mol: 106.10
2S+1: 1
LUMO level in eV: 4.30

Element x y z (Å)
N (-1.2541, 2.1570, -0.5409)
C (-1.8962, 1.0770, 0.2350)
O (-2.0510, -0.1412, -0.5619)
H (-0.3311, 1.8546, -0.7074)
H (-1.8485, 2.1987, -1.3387)
H (-1.3245, 0.9142, 1.1627)
H (-2.9272, 1.4075, 0.4541)
H (-1.2160, -0.7304, -0.4196)
O (1.0998, 0.4637, -0.0703)
C (1.0486, -0.7663, 0.2188)
O (0.0248, -1.5100, 0.3610)
C (2.4419, -1.5728, 0.2875)
H (2.3357, -2.2496, 1.1613)
H (2.6045, -2.2321, -0.5793)
H (3.2932, -0.8704, 0.3377)



## D
Computed, not measured: a cluster of 2 separate species, C3H8NO3 in total, with wB97M-V/def2-TZVPD.

Computed properties:
Charge: -1
HOMO in eV: -2.213
M in g/mol: 106.10
2S+1: 1
LUMO level in eV: 4.17

Element x y z (Å)
C (0.5598, 1.0147, -1.9549)
C (0.8620, -0.2344, -1.6211)
C (-0.5593, -1.0298, 1.3274)
N (0.5126, -0.2489, 0.9581)
O (0.0938, 1.1784, 1.0740)
O (-1.0024, -0.7950, 2.6892)
O (-1.7213, -0.9094, 0.4883)
H (-0.4374, 1.1942, -2.3531)
H (0.5945, 1.4072, 0.2968)
H (1.2530, 1.8733, -2.2136)
H (0.2786, -1.0385, -1.7094)
H (1.8977, -0.2715, -1.2915)
H (-0.3088, -2.0943, 1.3780)
H (-0.6340, 0.0074, 2.9208)
H (-1.3887, -0.0533, 0.0111)



Which one sits at the bottom of the stability order? B does.



## A
Computed, not measured: a cluster of 2 separate species, C3H8NO3 in total, with wB97M-V/def2-TZVPD.

Computed properties:
Charge: -1
HOMO in eV: -3.982
M in g/mol: 106.10
2S+1: 1
LUMO level in eV: 3.87

Element x y z (Å)
O (1.3878, -2.2549, -1.6094)
C (0.3317, -1.9404, -1.0260)
O (-0.8119, -2.3875, -1.1409)
C (0.4746, -0.4124, -0.3845)
C (1.4768, -0.1453, 0.6866)
N (-0.9009, 0.0920, -0.1073)
H (0.7184, 0.2980, -1.1949)
H (1.5777, 0.9223, 0.9394)
H (1.4846, -0.5885, 1.6871)
H (2.4938, -0.4226, 0.3912)
H (-1.5275, -0.4535, -0.6878)
H (-1.2851, -0.0212, 0.8201)
H (-1.8193, 2.4812, 1.3160)
H (-1.5990, 2.0387, -0.1143)
O (-2.0016, 2.7940, 0.4247)



## B
Computed, not measured: a cluster of 2 separate species, C3H8NO3 in total, with wB97M-V/def2-TZVPD.

Computed properties:
Charge: -1
HOMO in eV: -4.528
M in g/mol: 106.10
2S+1: 1
LUMO level in eV: 4.32

Element x y z (Å)
N (2.2157, -0.8833, 2.0747)
C (1.0215, -0.7556, 1.3216)
O (0.9873, -1.4118, 0.2408)
O (0.1666, 0.0220, 1.7818)
H (2.1276, -0.6023, 3.0391)
H (2.7793, -1.6936, 1.9001)
H (0.6800, -0.2478, -1.0182)
C (-0.6590, 1.1435, -1.2323)
O (0.4276, 0.3867, -1.7306)
C (-1.9019, 0.2887, -1.0641)
H (-0.8371, 1.9509, -1.9567)
H (-0.3817, 1.5886, -0.2725)
H (-2.7658, 0.8827, -0.7540)
H (-1.7054, -0.4767, -0.3199)
H (-2.1549, -0.1921, -2.0099)



Which one sits at the bottom of the stability order? A does.



## A
Computed, not measured: a cluster of 2 separate species, C5H18BrNSi3 in total, with wB97M-V/def2-TZVPD.

Computed properties:
Charge: 0
HOMO in eV: -7.206
M in g/mol: 256.37
2S+1: 1
LUMO level in eV: -2.68

Element x y z (Å)
C (1.2998, -2.2997, 0.9272)
C (2.8299, 0.5690, 0.8539)
C (-0.9208, -1.5032, -1.8564)
C (-1.1256, 1.3080, -2.6621)
C (-2.6822, 0.9990, 2.1595)
N (-0.0604, 0.4444, 0.3067)
Si (1.2824, -0.5133, 1.2774)
Si (-0.0694, 0.1803, -1.4249)
Si (-1.1573, 1.4420, 1.1485)
Br (-2.8780, -2.4638, 1.4447)
H (0.6723, -2.6708, 0.0126)
H (2.3324, -2.6972, 0.8381)
H (0.9542, -2.8393, 1.8930)
H (3.1123, 0.3083, -0.1014)
H (2.7234, 1.6701, 0.9275)
H (3.7000, 0.1864, 1.4900)
H (-1.3904, -1.6540, -2.7529)
H (-0.0981, -2.1205, -1.8194)
H (-1.6362, -1.8122, -1.0292)
H (-1.4712, 0.7885, -3.6521)
H (-1.9426, 1.7740, -2.2295)
H (-0.3571, 1.9094, -3.0303)
H (-3.5385, 1.2775, 1.5094)
H (-2.6159, -0.0978, 2.3706)
H (-2.6023, 1.5708, 3.1610)
H (0.7278, -0.2349, 2.5730)
H (1.3342, 0.4406, -1.7489)
H (-0.2693, 2.5325, 1.6858)



## B
Computed, not measured: a structure of composition C5H18BrNSi3, with wB97M-V/def2-TZVPD.

Computed properties:
Charge: 0
HOMO (spin up / spin down) in eV: -8.230 / -7.438
M in g/mol: 256.37
2S+1: 1
LUMO level (spin up / spin down) in eV: -0.17 / 0.08

Element x y z (Å)
C (-0.8050, 2.5876, -0.9922)
C (1.0511, 1.7319, 1.5649)
C (-1.8152, -2.5397, -0.5342)
C (-2.8297, -0.1965, 0.9880)
C (3.9871, -0.7469, 0.6687)
N (0.0050, -0.2580, -0.5178)
Si (0.6270, 1.4106, -0.3497)
Si (-1.6816, -0.7021, -0.4479)
Si (1.2871, -1.3735, -0.6915)
Br (1.9553, -1.3298, -2.7847)
H (-1.7926, 1.9689, -1.1177)
H (-1.0533, 3.5197, -0.5652)
H (-0.4813, 2.6742, -2.1637)
H (0.5148, 2.5100, 1.9825)
H (0.9908, 0.8747, 2.2683)
H (2.1565, 2.0133, 1.3924)
H (-2.5935, -2.6444, -1.2339)
H (-0.8778, -2.7909, -0.9022)
H (-1.9730, -2.9062, 0.4647)
H (-3.5443, 0.6763, 0.6458)
H (-3.5029, -1.1009, 1.3195)
H (-2.5826, 0.1850, 1.9562)
H (3.6456, -0.0932, 1.4764)
H (4.4106, -1.6342, 0.8982)
H (4.3675, -0.2772, -0.2928)
H (1.8227, 1.2943, -1.1558)
H (-2.3701, -0.0835, -1.6913)
H (1.0817, -2.7695, -0.1850)



Which one sits at the bottom of the stability order? A does.